[1]
{
  "formula": "C27H53Cl42F2I2NO2S",
  "method": "the ωB97M-V functional and the def2-TZVPD basis",
  "species": ["C", "C", "F", "C", "N", "C", "I", "C", "C", "I", "S", "O", "O", "F", "H", "H", "H", "H", "H", "H", "H", "H", "H", "H", "H", "C", "Cl", "Cl", "H", "H", "C", "Cl", "Cl", "H", "H", "C", "Cl", "Cl", "H", "H", "C", "Cl", "Cl", "H", "H", "C", "Cl", "Cl", "H", "H", "C", "Cl", "Cl", "H", "H", "C", "Cl", "Cl", "H", "H", "C", "Cl", "Cl", "H", "H", "C", "Cl", "Cl", "H", "H", "C", "Cl", "Cl", "H", "H", "C", "Cl", "Cl", "H", "H", "C", "Cl", "Cl", "H", "H", "C", "Cl", "Cl", "H", "H", "C", "Cl", "Cl", "H", "H", "C", "Cl", "Cl", "H", "H", "C", "Cl", "Cl", "H", "H", "C", "Cl", "Cl", "H", "H", "C", "Cl", "Cl", "H", "H", "C", "Cl", "Cl", "H", "H", "C", "Cl", "Cl", "H", "H", "C", "Cl", "Cl", "H", "H"],
  "xyz": [[3.8460, 1.5203, -1.6896], [3.3490, 1.9172, -3.1509], [2.9923, 3.2672, -3.2467], [2.1784, 0.9687, -3.6018], [1.3214, 0.5670, -2.4898], [0.5544, 1.6040, -1.8220], [0.3025, 0.9713, 0.2769], [-0.8738, 1.9634, -2.3666], [-1.1538, 3.5209, -2.2150], [-1.3008, 1.4305, -4.4140], [0.6897, -0.9788, -2.5141], [-0.7584, -1.1052, -2.2690], [1.4295, -1.7883, -1.5070], [0.9979, -1.7175, -3.9598], [3.4767, 2.2464, -0.9342], [4.9537, 1.5254, -1.6497], [3.5389, 0.4725, -1.4680], [4.2378, 1.7891, -3.8091], [2.6874, 0.0564, -4.0017], [1.6895, 1.4602, -4.4704], [1.1396, 2.5492, -1.7412], [-1.6313, 1.4731, -1.6915], [-0.2220, 4.1144, -2.0823], [-1.8028, 3.7268, -1.3330], [-1.6912, 3.8981, -3.1141], [-0.4953, -3.7199, 0.8813], [0.8561, -3.5423, 2.0060], [-2.0399, -3.8198, 1.7391], [-0.5154, -2.8590, 0.2178], [-0.3548, -4.6286, 0.3040], [4.7827, -1.1323, 1.5776], [5.4772, -1.3590, -0.0343], [3.5185, 0.1069, 1.5787], [4.3511, -2.0729, 1.9082], [5.5696, -0.8279, 2.2566], [7.7508, 1.9491, -2.9253], [7.2121, 0.2904, -3.2151], [6.4029, 3.0909, -3.0315], [8.1845, 2.0105, -1.9310], [8.4944, 2.2139, -3.6719], [-2.8454, -7.2716, 3.4312], [-4.1162, -8.3416, 4.0379], [-1.9953, -7.9922, 2.0608], [-3.2956, -6.3366, 3.1123], [-2.1324, -7.0859, 4.2289], [6.4326, 2.8892, 2.2158], [7.2804, 1.5898, 3.0661], [6.4821, 2.6485, 0.4669], [5.3961, 2.9033, 2.5400], [6.9087, 3.8356, 2.4540], [5.0972, 6.6665, 1.9340], [3.8352, 5.6162, 2.5902], [5.9740, 5.8746, 0.6190], [4.6369, 7.5736, 1.5540], [5.7981, 6.9113, 2.7267], [-4.0698, -9.0991, 8.0918], [-5.2664, -8.6566, 9.3168], [-2.8999, -7.7996, 7.8404], [-3.5425, -9.9877, 8.4198], [-4.5819, -9.2973, 7.1549], [-2.2347, 7.0503, -0.0522], [-1.3808, 5.7197, 0.7396], [-2.2348, 6.8695, -1.8156], [-3.2547, 7.0687, 0.3018], [-1.7395, 7.9834, 0.2011], [-6.9552, -12.3657, 9.0622], [-7.1719, -13.9536, 9.8050], [-5.2435, -12.0045, 8.8051], [-7.4641, -12.3531, 8.1031], [-7.3780, -11.6087, 9.7163], [-6.6686, 5.9221, 0.2979], [-5.1278, 5.8938, -0.5691], [-6.7949, 7.3481, 1.3347], [-7.4759, 5.9393, -0.4237], [-6.7417, 5.0312, 0.9151], [-4.0016, -15.3566, 7.1413], [-4.2136, -16.9449, 7.8872], [-2.2916, -14.9896, 6.8844], [-4.5114, -15.3472, 6.1825], [-4.4286, -14.6012, 7.7951], [-3.8829, 3.4792, -6.7959], [-4.0565, 4.0971, -5.1497], [-5.4628, 3.1752, -7.5345], [-3.3484, 4.2041, -7.3826], [-3.3263, 2.5453, -6.7632], [8.7763, -1.8311, 3.7004], [7.8492, -2.1355, 2.2268], [10.3293, -2.6769, 3.6720], [8.9592, -0.7641, 3.7866], [8.2046, -2.1775, 4.5532], [-4.2970, 0.2405, -1.7605], [-3.4780, 1.4719, -0.7898], [-5.4519, 0.9697, -2.8817], [-3.5507, -0.3088, -2.3300], [-4.8278, -0.4342, -1.0958], [-9.5902, 8.5270, -1.3344], [-9.7867, 6.9189, -0.6262], [-7.8841, 8.9293, -1.5612], [-10.0880, 8.5481, -2.2990], [-10.0385, 9.2596, -0.6701], [-3.3753, 2.9312, -11.0102], [-3.2967, 4.2221, -9.8045], [-1.7768, 2.2510, -11.3317], [-4.0243, 2.1436, -10.6363], [-3.7776, 3.3371, -11.9334], [-5.9091, -4.9927, 9.6136], [-7.1066, -4.5497, 10.8369], [-4.7355, -3.6949, 9.3628], [-5.3830, -5.8839, 9.9428], [-6.4204, -5.1906, 8.6763], [7.5625, 4.2382, -6.3605], [6.7264, 4.0245, -7.9047], [9.1103, 3.3804, -6.3418], [7.7481, 5.3000, -6.2006], [6.9361, 3.8480, -5.5652], [-6.1937, -0.5287, -7.6887], [-6.3308, -2.1036, -6.8998], [-4.5076, -0.1201, -8.0251], [-6.7416, -0.5559, -8.6258], [-6.6135, 0.2306, -7.0351], [5.5891, -1.6244, 6.1875], [4.0663, -2.4358, 5.8084], [6.0665, -0.5148, 4.8949], [5.4680, -1.0602, 7.1072], [6.3652, -2.3748, 6.3130], [8.1432, 7.4510, -3.7210], [6.8602, 6.3587, -3.1863], [9.0460, 6.7723, -5.0823], [7.7000, 8.3931, -4.0292], [8.8277, 7.6168, -2.8946]],
  "largest_force_ev_per_a": 6.07,
  "orbital_gap_ev": 9.24,
  "homo_ha": -0.3399
}

[2]
{
  "formula": "C10H10ClNO4S",
  "method": "the ωB97M-V functional and the def2-TZVPD basis",
  "species": ["O", "C", "O", "C", "C", "S", "C", "C", "C", "C", "C", "O", "N", "C", "O", "C", "Cl", "H", "H", "H", "H", "H", "H", "H", "H", "H", "H"],
  "xyz": [[-3.4028, -1.9472, -0.4816], [-2.1923, -1.8152, -0.6878], [-1.5180, -2.5378, -1.6260], [-1.3781, -0.8787, 0.2144], [-2.0759, 0.4919, 0.2952], [-1.5816, 1.2714, -1.2544], [0.1348, 0.6704, -1.0857], [0.9011, 1.7934, -0.4480], [1.6611, 1.6855, 0.6850], [2.0148, 3.0393, 1.0790], [1.4045, 3.8516, 0.1555], [0.7723, 3.0860, -0.7976], [-0.0040, -0.5341, -0.2602], [1.0494, -1.4287, -0.2278], [2.1280, -1.1594, -0.7593], [1.0203, -2.7673, 0.4891], [1.1598, -2.6028, 2.3109], [-2.2291, -3.0421, -2.0543], [-1.3324, -1.3204, 1.1922], [-1.6875, 1.0294, 1.1658], [-3.1730, 0.3735, 0.4010], [0.4984, 0.4200, -2.0911], [1.8887, 0.7416, 1.2281], [2.5323, 3.3508, 1.9539], [1.4089, 4.9385, 0.2610], [0.1391, -3.3390, 0.2212], [1.8613, -3.3705, 0.1214]],
  "largest_force_ev_per_a": 2.82,
  "smiles": "O=C(O)[C@@H]1CS[C@@H](c2ccco2)N1C(=O)CCl",
  "orbital_gap_ev": 9.07,
  "de_lowest_kcal_mol": 0.00,
  "homo_ha": -0.3180
}

[3]
{
  "formula": "C6H5NO",
  "method": "the ωB97M-V functional and the def2-TZVPD basis",
  "species": ["C", "C", "C", "N", "C", "C", "C", "O", "H", "H", "H", "H", "H"],
  "xyz": [[-0.5468, 1.7555, 0.0765], [-0.5040, 0.4247, 0.0272], [-1.7044, -0.4803, 0.1751], [-1.4826, -1.7366, 0.0924], [0.0092, -1.7882, -0.1686], [0.5254, -0.5395, -0.3332], [1.9134, -0.0393, -0.2314], [3.0597, -0.6227, 0.3561], [0.3611, 2.2415, -0.0684], [-1.3888, 2.5454, -0.0441], [-2.6931, -0.1556, 0.4431], [0.5843, -2.6122, 0.0015], [1.8667, 1.0070, -0.3262]],
  "largest_force_ev_per_a": 9.09,
  "smiles": "C=C1C=NC=C1C=O",
  "orbital_gap_ev": 8.38,
  "de_lowest_kcal_mol": 69.36,
  "homo_ha": -0.3595
}

[4]
{
  "formula": "C21H41As3N3O5S2Ti",
  "method": "the ωB97M-V functional and the def2-TZVPD basis",
  "species": ["Ti", "O", "C", "O", "C", "O", "C", "C", "O", "O", "H", "H", "H", "H", "H", "C", "As", "C", "C", "C", "C", "C", "As", "C", "C", "C", "As", "C", "C", "H", "H", "H", "H", "H", "H", "H", "H", "H", "H", "H", "H", "H", "H", "H", "H", "H", "H", "H", "H", "H", "H", "H", "H", "H", "H", "H", "S", "C", "N", "C", "C", "S", "H", "H", "H", "H", "H", "N", "C", "C", "C", "N", "H", "H", "H", "H"],
  "xyz": [[-1.0301, -1.0215, -0.2695], [-2.9798, 2.4903, 0.1984], [-2.6510, 1.1979, 0.4567], [-1.6185, 0.7063, -0.3082], [-3.8325, 0.2398, 0.3688], [-3.2768, -1.0759, 0.2475], [-3.4947, -2.0237, 1.3264], [-2.1457, -2.5440, 1.7752], [-1.8756, -2.9015, 2.8638], [-1.2354, -2.4963, 0.7116], [-2.3595, 2.8674, -0.4437], [-4.3989, 0.4553, -0.5385], [-4.4962, 0.3159, 1.2275], [-4.0981, -2.8455, 0.9408], [-4.0045, -1.5555, 2.1645], [0.8602, -1.4195, 3.0567], [1.0169, -0.5089, 1.3575], [1.5532, 1.2504, 1.9395], [2.6319, -1.4253, 0.7530], [3.4488, -0.9358, -0.4513], [4.7623, -1.7392, -0.4082], [2.7523, -1.3034, -1.7604], [0.8954, -0.8325, -2.0452], [0.6234, -1.6246, -3.7818], [0.7809, 1.0493, -2.5012], [3.7368, 0.5740, -0.3794], [5.2277, 1.2756, -1.5053], [5.2946, 2.9982, -0.5895], [4.1963, 1.9133, -3.0481], [1.7787, -1.1864, 3.5927], [0.7691, -2.4914, 2.9050], [0.0001, -1.0682, 3.6207], [2.5639, 1.1533, 2.3295], [0.8824, 1.5536, 2.7389], [1.5353, 1.9841, 1.1396], [2.3056, -2.4593, 0.5990], [3.2646, -1.4335, 1.6435], [4.5625, -2.8016, -0.2497], [5.4021, -1.3869, 0.4024], [5.3260, -1.6342, -1.3342], [2.7639, -2.3875, -1.9047], [3.2704, -0.8595, -2.6137], [1.3129, -1.1118, -4.4514], [-0.3974, -1.4744, -4.1227], [0.8615, -2.6851, -3.7690], [1.6079, 1.2792, -3.1700], [0.8269, 1.6830, -1.6198], [-0.1648, 1.2085, -3.0173], [4.0638, 0.8158, 0.6354], [2.8350, 1.1647, -0.5772], [5.7555, 2.8786, 0.3900], [4.3019, 3.4381, -0.4819], [5.9166, 3.6732, -1.1757], [3.8211, 1.0894, -3.6570], [4.8808, 2.4844, -3.6750], [3.3792, 2.5715, -2.7463], [-1.9987, 1.0689, 2.2950], [-3.2187, 1.9615, 3.1965], [-3.5758, 3.1833, 2.9548], [-4.4686, 3.8269, 3.9446], [-4.9920, 2.7034, 4.8553], [-3.9287, 1.2427, 4.5598], [-3.2226, 3.6850, 2.1497], [-5.2764, 4.3387, 3.4279], [-3.8834, 4.5624, 4.4946], [-6.0125, 2.4124, 4.6202], [-4.9297, 2.9680, 5.9070], [-1.4583, -3.3530, -2.2280], [-2.3080, -3.9328, -3.0844], [-3.2802, -3.0042, -3.3970], [-2.9432, -1.8781, -2.6590], [-1.8239, -2.0785, -1.9492], [-0.6656, -3.7807, -1.7774], [-2.1646, -4.9510, -3.4113], [-4.1170, -3.1305, -4.0619], [-3.4410, -0.9221, -2.6259]],
  "largest_force_ev_per_a": 1.30,
  "orbital_gap_ev": 5.50,
  "charge": 3,
  "de_lowest_kcal_mol": 15.93,
  "homo_ha": -0.5504
}

Going through the records in order, we get molecular weight values of 2236.6 275.7 107.1 752.3 g mol⁻¹.